This record from the OMol25 dataset describes 11 unconnected molecules or ions with the total composition C29H35F9O29 at a distorted geometry. The level of theory is the ωB97M-V functional and the def2-TZVPD basis.

Output
Kohn-Sham gap: 10.678 eV
Multiplicity: 1
Net charge: 0
Electronic energy: -4206.9577 Eh
SMILES string: O=C1OC[C@@H](F)O1.O=C1OC[C@@H](F)O1.O=C1OC[C@@H](F)O1.O=C1OC[C@@H](F)O1.O=C1OC[C@@H](F)O1.O=C1OC[C@@H](F)O1.O=C1OC[C@@H](F)O1.O=C1OC[C@@H](F)O1.O=C1OC[C@@H](F)O1.CO.CO

Geometry as XYZ:
```
102
Properties=species:S:1:pos:R:3:forces:R:3:mulliken_charge:R:1
O -1.568202 1.604577 -5.744582 0.4 -0.1 -0.1 -0.5398
C -2.462907 1.309634 -5.034009 -0.5 0.3 -0.3 0.4902
O -3.725093 1.798206 -5.146953 0.0 0.0 0.2 -0.3778
C -4.423036 1.481293 -3.943279 -0.3 0.0 0.2 -0.4683
C -3.679307 0.248068 -3.462210 0.4 0.6 -0.2 1.4738
F -4.206423 -0.858652 -4.073407 -0.1 -0.2 0.1 -0.3470
O -2.388932 0.459260 -3.980401 0.0 -0.3 0.1 -0.1296
H -4.366493 2.334643 -3.267286 0.2 -0.1 0.2 0.2897
H -5.474476 1.272644 -4.127247 0.1 -0.1 -0.3 0.3685
H -3.586782 0.068635 -2.401682 -0.2 0.0 0.1 -0.8595
O -5.401813 -0.922766 -0.905736 -0.1 0.3 -0.1 -0.5092
C -4.814538 -1.688231 -0.219509 0.2 -0.5 -0.2 0.4998
O -4.200602 -2.807870 -0.627949 -0.4 0.1 0.2 -0.2531
C -3.781359 -3.527761 0.528078 -0.4 -0.1 0.3 -0.5520
C -3.704296 -2.444390 1.587406 0.2 -0.1 0.0 0.0891
F -2.501665 -1.786881 1.617004 -0.4 -0.1 0.0 -0.0914
O -4.681537 -1.547438 1.135291 0.1 0.2 0.3 -0.3217
H -4.597259 -4.185832 0.845450 0.1 -0.2 -0.2 0.3975
H -2.888599 -4.107271 0.327491 0.2 0.3 -0.1 0.3517
H -3.913597 -2.768466 2.603652 -0.2 0.0 0.0 0.3995
O 1.056483 3.483301 0.907754 0.0 -0.4 -0.1 -0.3101
C 1.345211 4.601494 0.676412 0.2 0.2 0.3 0.3354
O 0.622006 5.684861 1.025602 -0.1 0.1 -0.1 -0.3220
C 1.186017 6.832032 0.405002 0.5 -0.1 -0.6 -0.4718
C 2.611620 6.380168 0.126921 0.3 -0.1 0.5 0.3104
F 3.411133 6.688308 1.211182 -0.1 0.0 -0.1 -0.3115
O 2.497717 4.991151 0.041192 -0.2 0.1 -0.1 -0.1259
H 0.691659 7.020470 -0.550904 -0.2 0.1 0.2 0.3056
H 1.165410 7.697656 1.055819 -0.2 0.0 0.1 0.3081
H 3.126435 6.761684 -0.749344 -0.2 0.0 -0.1 0.2676
O 0.758803 1.464344 3.120775 -0.5 0.1 -0.3 -0.3496
C 1.193220 1.664306 4.196850 0.7 -0.5 0.0 0.4269
O 1.689251 2.822199 4.663184 -0.2 0.2 0.0 -0.3121
C 2.364994 2.588052 5.890533 0.2 -0.4 0.2 -0.4586
C 1.875163 1.198720 6.301425 -0.3 0.5 -0.1 0.2978
F 0.828800 1.318126 7.188509 0.2 -0.1 0.1 -0.3168
O 1.381395 0.661320 5.116144 0.1 0.1 0.2 -0.2584
H 3.442006 2.586298 5.716082 0.0 0.1 0.0 0.2963
H 2.104562 3.332578 6.636860 -0.1 0.1 -0.1 0.2933
H 2.633582 0.554647 6.735434 -0.1 -0.1 0.1 0.2933
O -2.037234 -1.771157 -1.766674 0.1 -0.1 -0.2 -0.2868
C -1.287524 -1.205060 -1.034816 0.6 0.2 0.3 0.1154
O -0.521855 -1.790365 -0.094679 -0.7 -0.2 0.1 -0.4104
C -0.039062 -0.780897 0.783691 1.2 0.9 -0.1 0.9078
C -0.117790 0.471165 -0.081367 0.5 0.2 0.2 0.3786
F 1.069074 0.715619 -0.737920 -0.2 -0.1 -0.1 -0.2502
O -1.088956 0.133440 -1.030589 -0.4 -0.1 -0.2 -0.1552
H -0.600180 -0.581991 1.698237 -0.4 -0.6 -0.2 0.2900
H 0.984310 -1.034917 1.046730 0.0 0.2 -0.2 -0.7038
H -0.386014 1.394829 0.422340 -0.1 -0.1 0.0 0.1748
O 7.104984 0.315979 -1.783879 0.3 -0.1 -0.1 -0.5220
C 6.198674 1.007761 -1.477307 -0.2 0.1 0.4 0.4895
O 5.119788 0.625171 -0.773567 0.0 0.0 -0.3 -0.1842
C 4.114604 1.643974 -0.872620 0.2 -0.2 0.0 -0.1132
C 4.931776 2.868884 -1.277996 -1.3 -0.2 0.3 0.5365
F 5.155852 3.672287 -0.189935 0.5 0.0 -0.1 -0.3123
O 6.111954 2.344262 -1.778200 0.2 0.0 -0.1 -0.3688
H 3.383568 1.390337 -1.640594 0.1 -0.2 0.0 0.1394
H 3.602899 1.714986 0.081449 0.1 0.3 0.0 0.0086
H 4.404567 3.452801 -2.029776 0.3 0.2 0.0 0.3276
O -3.537983 -1.608755 -7.422386 -0.3 0.2 -0.3 -0.5282
C -2.950544 -2.110177 -6.531251 0.1 -0.1 0.2 0.6813
O -3.422696 -3.067797 -5.711168 0.3 -0.1 0.0 -0.3612
C -2.441728 -3.331021 -4.695959 0.2 0.4 -0.3 0.3724
C -1.178675 -2.704627 -5.279250 -0.3 -0.1 0.8 0.4402
F -0.412753 -3.647909 -5.923770 0.0 0.0 -0.2 -0.3604
O -1.668457 -1.772911 -6.181027 0.2 -0.2 -0.2 -0.3445
H -2.719921 -2.799594 -3.787193 -0.1 -0.3 0.0 -0.3555
H -2.316171 -4.399890 -4.560426 -0.2 0.0 0.1 0.3643
H -0.551893 -2.232650 -4.526069 0.1 0.2 -0.2 0.1727
O 2.966599 -1.409856 -0.163344 -0.1 0.2 0.2 -0.3629
C 3.839346 -2.195564 -0.296538 0.4 -0.3 -0.3 0.3477
O 4.583691 -2.373986 -1.399579 -0.1 -0.1 0.0 -0.3519
C 5.315326 -3.601061 -1.271824 -0.4 0.1 0.0 -0.4781
C 5.330463 -3.818511 0.238631 0.2 0.3 -0.7 0.2863
F 6.462347 -3.261802 0.776190 0.0 -0.1 0.2 -0.3029
O 4.220734 -3.096890 0.661162 -0.2 0.0 0.4 -0.1477
H 4.732851 -4.377592 -1.772529 0.2 -0.1 0.0 0.3001
H 6.291578 -3.475868 -1.724979 0.1 0.0 0.1 0.3050
H 5.246120 -4.849159 0.568712 0.1 0.0 0.1 0.2829
O -2.592091 2.627491 -0.505315 0.3 0.2 -0.4 -0.4302
C -3.556935 2.341648 0.107268 -0.3 0.0 0.4 0.7416
O -3.546814 1.679575 1.284913 0.1 -0.2 0.1 -0.2312
C -4.864244 1.633434 1.806064 -0.7 0.4 0.4 -0.4034
C -5.734132 1.982040 0.600452 0.0 -0.5 0.4 0.5343
F -6.754646 2.818147 0.926331 0.1 0.2 0.1 -0.3423
O -4.835133 2.636558 -0.261655 0.0 -0.2 -0.2 -0.3928
H -5.122272 0.672247 2.238721 0.3 -0.2 -0.3 0.1683
H -4.999678 2.379436 2.595411 0.1 0.1 -0.2 0.3224
H -6.171512 1.095697 0.140386 0.1 0.2 -0.3 0.1334
C -0.429831 -3.929436 2.580793 -0.2 0.1 1.3 0.1213
O 0.735995 -4.390798 1.934769 -0.3 -0.2 -0.4 -0.4827
H -0.703823 -4.571415 3.429467 0.1 0.0 -0.1 0.4466
H -0.265862 -2.931489 3.003748 -0.2 0.0 -0.1 0.1250
H -1.320009 -3.907027 1.956046 0.5 0.0 -0.6 -0.5367
H 1.327227 -4.708332 2.621575 0.1 0.1 0.0 0.3062
C 2.559420 -1.993229 3.242036 0.5 0.6 0.1 0.1555
O 2.069927 -2.408186 4.507585 -0.6 -0.3 0.0 -0.5120
H 2.774022 -0.917623 3.197916 0.0 0.0 0.2 0.1743
H 3.481549 -2.520796 2.994604 -0.1 -0.1 -0.2 0.4139
H 1.793651 -2.171461 2.490975 0.1 -0.4 0.2 -0.3992
H 2.644965 -2.131084 5.222427 0.2 0.1 -0.2 0.2584
```
Forces are in eV/Å.

***

This record from the OMol25 dataset describes a molecular structure, C29H35IKN5O4. The level of theory is the ωB97M-V functional and the def2-TZVPD basis.

Output
Energy relative to the best compared isomer or geometry (same formula, charge and spin): 0.0 kcal per mole
Kohn-Sham gap: 5.145 eV
Multiplicity: 1
Net charge: -2
Electronic energy: -2598.5359 Eh

Geometry as XYZ:
```
75
Properties=species:S:1:pos:R:3:forces:R:3:mulliken_charge:R:1
K -0.753148 0.288886 -1.940988 -0.1 -0.1 0.1 0.8850
C 0.593210 2.388019 0.367901 0.0 0.0 -0.1 -0.5562
N 0.222646 2.199794 1.748993 0.0 0.0 0.0 1.0410
C 1.321063 2.073593 2.674745 0.0 0.0 0.0 -1.2361
C 1.505782 0.689784 3.299181 0.0 0.0 0.0 -0.5256
C 1.885277 -0.437419 2.329619 0.0 0.0 0.0 -0.8986
N 0.732459 -0.983204 1.637113 0.0 0.0 0.0 0.6722
C 0.335532 -2.119472 2.047920 0.0 0.1 0.1 -0.8494
C -0.800230 -2.911619 1.602835 -0.1 -0.1 -0.1 1.0911
C -1.120283 -4.024521 2.393889 0.0 0.1 -0.1 -0.4688
C -2.173958 -4.871625 2.118532 0.0 0.0 0.0 -0.7019
C -2.943500 -4.602189 0.974629 0.0 0.0 0.0 -0.3321
C -2.657560 -3.541194 0.157375 0.0 0.0 0.0 -0.7646
C -1.573208 -2.623791 0.410080 0.1 0.0 0.1 -0.3669
O -1.333479 -1.668438 -0.367785 0.0 0.1 0.0 -0.0974
C -0.950052 2.909779 2.202689 0.0 0.0 0.0 -1.3022
C -1.966420 1.989275 2.888760 0.0 0.1 -0.1 -1.0545
C -2.346465 0.819461 1.982116 -0.1 0.0 0.0 0.2478
N -2.758237 1.310706 0.683576 0.0 -0.1 -0.1 0.0194
C -3.688823 0.687964 0.086534 0.0 0.0 0.1 -0.4255
C -4.174165 0.933225 -1.267572 0.0 0.0 -0.3 1.2891
C -5.323868 0.242328 -1.662621 0.0 0.0 0.1 -0.4976
C -5.862494 0.325269 -2.933227 0.0 0.0 0.0 -0.6624
C -5.193017 1.117922 -3.875465 0.0 0.0 0.0 -0.3498
C -4.047307 1.798285 -3.544718 -0.1 0.0 0.1 -0.7171
C -3.470825 1.765795 -2.224646 -0.1 0.0 0.1 -0.0467
O -2.403772 2.388572 -1.964733 0.1 0.1 -0.1 -0.8474
H 1.152861 3.325971 0.186474 0.0 0.0 0.0 0.2250
H -0.307952 2.409020 -0.244522 -0.1 0.0 0.0 0.1979
H 1.228789 1.561019 0.040300 0.0 0.0 0.0 -0.1534
H 1.194466 2.802806 3.491159 0.0 0.0 0.0 0.2998
H 2.253860 2.347028 2.160576 0.0 0.0 0.0 0.3902
H 0.591786 0.398004 3.826628 0.0 0.0 0.0 0.1024
H 2.296412 0.774168 4.057049 0.0 0.0 0.0 0.5293
H 2.397349 -1.229162 2.903885 0.0 0.0 0.0 0.5679
H 2.595243 -0.061581 1.587179 0.0 0.0 0.0 -0.0216
H 0.893757 -2.609366 2.870903 0.0 0.0 0.0 -0.1068
H -0.500191 -4.210286 3.268515 0.0 0.0 0.0 0.2609
H -2.394719 -5.715824 2.760327 0.0 0.0 0.0 0.3436
H -3.780842 -5.247380 0.722330 0.0 0.0 0.0 0.3438
H -3.250168 -3.342568 -0.728986 0.0 0.0 0.0 0.3998
H -1.441580 3.349040 1.334845 0.0 0.0 0.0 0.4810
H -0.676346 3.737887 2.882204 0.0 0.0 0.0 0.4920
H -2.862774 2.575607 3.127431 0.0 0.0 0.0 0.4866
H -1.567304 1.612898 3.837485 0.0 0.0 0.0 0.3527
H -3.127257 0.202829 2.457938 0.0 0.0 0.0 0.6845
H -1.465786 0.190338 1.825264 0.0 0.0 0.0 -0.6987
H -4.195409 -0.155947 0.589984 0.0 0.0 0.0 -0.0417
H -5.801117 -0.396588 -0.922678 0.0 0.0 0.0 0.2775
H -6.753256 -0.231866 -3.196443 0.0 0.0 0.0 0.3712
H -5.570869 1.184197 -4.892309 0.0 0.0 0.0 0.3094
H -3.516540 2.394540 -4.278962 0.0 0.0 0.0 0.3815
N 2.041412 -2.678289 -0.862223 0.0 0.0 0.0 -0.5078
C 2.209611 -3.061725 -2.267360 0.1 0.0 0.0 -0.5192
C 2.691478 -1.878576 -3.098507 0.0 0.0 -0.1 -0.5252
C 1.545843 -0.891796 -3.412878 0.1 0.1 0.1 0.4711
O 0.511722 -1.365461 -3.921230 0.0 0.0 0.0 -0.7567
O 1.722795 0.320450 -3.093544 0.1 0.0 0.1 -0.6756
H 1.470597 -3.364775 -0.380443 0.0 0.0 0.0 0.2695
H 1.495766 -1.823111 -0.792052 0.0 0.0 0.0 -0.0016
H 1.289724 -3.434847 -2.730524 0.0 0.0 0.0 0.2988
H 2.955239 -3.864699 -2.309911 0.0 0.0 0.0 0.4371
H 3.074185 -2.247674 -4.055401 0.0 0.0 0.0 0.3958
H 3.506030 -1.362862 -2.584781 0.0 0.0 0.0 0.1246
I 4.709726 2.427923 -4.121005 0.0 0.0 0.0 0.0448
C 4.940743 2.226742 -2.061905 -0.1 -0.1 0.2 -0.8412
C 6.050546 2.734668 -1.412304 0.0 0.0 -0.1 -0.0864
C 6.143871 2.558110 -0.039507 0.0 0.0 0.0 -0.8779
C 5.122153 1.882433 0.608419 0.0 0.0 0.0 -0.0467
N 4.055834 1.392734 -0.015904 0.0 0.0 0.1 -0.0281
C 3.955705 1.557905 -1.332363 0.0 0.1 -0.2 0.1151
H 6.821999 3.255209 -1.965339 0.0 0.0 0.0 0.3781
H 6.989326 2.935784 0.521293 0.0 0.0 0.0 0.3541
H 5.162899 1.726244 1.682475 0.0 0.0 0.0 0.3927
H 3.085223 1.145645 -1.846316 0.0 -0.1 0.0 0.5653
```
Forces are in eV/Å.